Density functional theory data (ωB97M-V with the def2-TZVPD basis set) for a molecular structure, C33H26N9OTl.

As for the charge: +2. The strongest force on any atom comes out at 0.011 hartree/bohr. The value obtained for the HOMO energy (alpha / beta) is -13.96 / -14.12 eV. As for the orbital gap (alpha / beta): 5.30 / 6.64 eV. Its lowest unoccupied orbital energy (alpha / beta) is -8.7 / -7.5 eV. As for the energy above the lowest of the compared OMol25 structures with the same formula, charge and spin: 0.00 kcal/mol.

Last column: Mulliken charge in e.
Geometry (Å):
Tl 1.639 -0.367 0.544  1.787
O 5.560 -0.226 2.041  -0.653
C 4.362 -0.380 1.922  -0.002
N 3.728 -0.411 0.716  -0.041
C 4.578 -0.201 -0.432  -0.959
C 3.836 -0.354 -1.736  0.736
C 4.540 -0.355 -2.937  -0.974
C 3.849 -0.487 -4.123  -0.312
C 2.464 -0.626 -4.087  -1.053
C 1.841 -0.623 -2.862  0.010
N 2.512 -0.481 -1.710  -0.069
C 3.496 -0.556 3.147  0.670
C 4.090 -0.664 4.392  -0.736
C 3.270 -0.840 5.495  -0.238
C 1.896 -0.905 5.316  -0.876
C 1.388 -0.788 4.035  -0.135
N 2.173 -0.611 2.974  -0.226
H 5.405 -0.915 -0.412  0.621
H 5.046 0.789 -0.402  0.389
H 5.618 -0.260 -2.921  0.506
H 4.377 -0.492 -5.067  0.448
H 1.888 -0.746 -4.992  0.458
H 0.773 -0.774 -2.776  0.268
H 5.166 -0.613 4.467  0.518
H 3.697 -0.929 6.485  0.456
H 1.229 -1.047 6.154  0.437
H 0.325 -0.856 3.836  0.428
C 0.785 5.440 0.226  -0.456
C -0.535 4.967 0.244  -0.750
C -0.800 3.628 0.134  -0.366
C 0.281 2.703 0.010  0.544
C 1.619 3.208 -0.026  -0.190
C 1.858 4.550 0.086  -0.838
N 0.145 1.379 -0.077  -0.499
N -1.180 0.891 0.040  0.589
C -0.921 -1.581 -0.128  0.573
C -2.197 -2.169 0.463  0.750
C -1.843 -3.357 1.294  -1.157
C -0.798 -4.077 0.882  -0.611
C 0.042 -3.622 -0.240  -0.570
N 0.013 -2.453 -0.770  -0.434
H 0.975 6.500 0.316  0.426
H -1.349 5.671 0.343  0.424
H -1.812 3.253 0.138  0.439
H 2.440 2.510 -0.146  0.353
H 2.871 4.926 0.065  0.447
H -2.918 -2.518 -0.286  0.638
H -2.491 -3.700 2.091  0.495
H -0.547 -5.021 1.345  0.477
H 0.781 -4.317 -0.628  0.524
N -8.581 0.337 -3.942  -0.359
C -7.600 0.228 -3.352  -0.168
C -6.389 0.095 -2.613  0.602
C -6.444 -0.204 -1.237  -1.071
C -5.290 -0.325 -0.518  -0.352
C -4.026 -0.157 -1.160  1.355
C -3.988 0.147 -2.555  -0.223
C -5.150 0.267 -3.260  -1.073
N -2.901 -0.274 -0.462  0.347
C -2.670 -0.761 0.923  -0.869
C -1.305 0.008 1.262  -0.077
N -0.326 -1.015 1.074  -0.559
C -1.493 -0.225 -0.878  -1.780
H -7.406 -0.332 -0.761  0.488
H -5.335 -0.550 0.537  0.432
H -3.041 0.284 -3.053  0.388
H -5.132 0.496 -4.316  0.484
H -3.503 -0.632 1.603  0.846
H -1.277 0.565 2.193  0.609
H -1.306 -0.043 -1.928  0.713

Cartesian forces, eV/Å:
0.3 -0.4 0.3
0.0 -0.1 0.0
-0.1 0.1 0.0
0.0 0.2 0.1
0.0 0.0 0.0
0.0 0.0 0.0
0.0 0.0 0.0
0.0 0.0 0.0
0.0 0.0 0.0
-0.1 0.0 0.0
0.0 0.0 0.0
0.0 0.0 -0.1
0.0 0.0 0.0
0.0 0.0 0.0
0.0 0.0 0.0
0.0 0.0 0.0
0.0 0.1 0.0
0.0 0.0 0.0
0.0 0.0 0.0
0.0 0.0 0.0
0.0 0.0 0.0
0.0 0.0 0.0
0.0 0.0 0.0
0.0 0.0 0.0
0.0 0.0 0.0
0.0 0.0 0.0
0.0 0.0 0.0
0.0 0.0 0.0
0.0 0.0 0.0
0.0 0.0 0.0
0.0 0.0 -0.1
0.0 0.0 0.0
0.0 0.0 0.0
-0.2 0.0 0.0
0.2 0.1 0.1
0.1 0.1 -0.1
-0.1 0.0 0.0
0.1 -0.1 0.0
0.0 0.0 0.0
0.1 0.0 0.0
-0.3 -0.1 -0.2
0.0 0.0 0.0
0.0 0.0 0.0
0.0 0.0 0.0
0.0 0.0 0.0
0.0 0.0 0.0
0.0 0.0 0.0
0.0 0.0 0.0
0.0 0.0 0.0
0.0 0.0 0.0
0.0 0.0 0.0
0.0 0.0 0.0
0.0 0.0 0.1
0.0 0.0 0.0
0.0 0.0 0.0
0.0 0.1 0.0
0.0 0.0 0.0
0.0 0.0 0.0
0.0 -0.1 0.0
-0.1 0.1 -0.1
-0.1 0.0 0.1
0.0 0.0 -0.1
-0.1 0.0 0.0
0.0 0.0 0.0
0.0 0.0 0.0
0.0 0.0 0.0
0.0 0.0 0.0
0.0 0.0 0.0
0.0 0.0 0.0
0.1 0.0 0.0